Entry from the Open Molecules 2025 dataset: one molecule with the formula C4H5P in a non-equilibrium geometry (wB97M-V/def2-TZVPD).

Each line ends with the Löwdin charge.
CARTESIAN COORDINATES (ANGSTROEM)
C1 1.82112 0.52286 -0.11118  0.078
C2 0.23152 0.97820 -0.05031  -0.132
C3 -0.88658 0.20355 0.11058  -0.742
P1 -2.55740 0.19535 -0.02205  0.944
C4 -1.22209 -1.23176 0.16649  -0.311
H1 2.53200 1.37800 -0.37036  0.042
H2 2.11488 -0.56785 -0.05415  0.040
H3 0.15783 1.98677 -0.29332  0.039
H4 -0.75066 -1.82469 -0.50130  0.018
H5 -1.44063 -1.64043 1.12561  0.025

Atoms 1-6, force components in eV/Å:
C -4.99 1.34 -0.17
C 6.63 -2.55 -0.24
C 0.32 -0.28 0.43
P 0.22 -0.66 -0.67
C -1.72 2.99 2.15
H -1.01 -1.62 0.48

For the max |F|, the calculation gives 7.11 eV/Å. Its calculated total energy is -13512.8489 eV. As for the gap between HOMO and LUMO (spin up / spin down): 0.269 / 0.279 Eh. For the energy above the lowest of the compared OMol25 structures with the same formula, charge and spin, the calculation gives 295.7 kJ/mol. Its structure (SMILES) is C=CC1=PC1.